1.
Molecular formula: C2H17FO7Pb
Method: DFT, wB97M-V/def2-TZVPD

Calculated values
Total energy (eV): -24647.2955
HOMO energy (eV): -7.1
Energy relative to the best compared isomer or geometry (same formula, charge and spin) (kcal/mol): 0.0
Orbital gap (Eh): 0.2531
Largest force on an atom (eV/A): 2.6

CARTESIAN COORDINATES (ANGSTROEM)
Pb: 0.32296 0.71511 0.10952
F: 0.31744 2.07769 2.14153
C: -1.61750 -3.08756 1.06896
C: -2.05848 -1.84440 0.26983
O: -1.63327 -0.61078 0.71681
H: -0.55785 -3.06312 1.33598
H: -1.74921 -4.01305 0.50696
H: -2.23629 -3.04933 1.96742
H: -3.15109 -1.96020 0.14616
H: -1.67855 -1.94428 -0.77224
O: 2.85763 1.16066 1.06219
H: 2.76465 1.44399 1.98247
H: 3.64452 1.60393 0.73059
O: 1.05260 -1.12708 2.00017
H: 0.18294 -1.44941 1.69595
H: 1.26381 -1.66123 2.77091
O: 2.16544 -0.26703 -1.71719
H: 2.51115 0.24886 -2.45430
H: 2.90318 -0.81611 -1.42745
O: 1.05081 2.77277 -1.49241
H: 1.43375 3.52639 -1.02747
H: 0.32036 3.13901 -2.00288
O: -0.68667 0.25231 -2.30628
H: -0.13361 -0.03991 -3.03926
H: -1.44247 0.68292 -2.72062
O: -1.61973 2.30676 -0.00277
H: -2.50147 2.22520 -0.37939
H: -1.72504 2.77790 0.83679



2.
Molecular formula: C2H17O9Zn2
Method: DFT, wB97M-V/def2-TZVPD

Calculated values
Total energy (eV): -117581.4969
Charge: +3
HOMO energy (eV): -17.7
Energy relative to the best compared isomer or geometry (same formula, charge and spin) (kcal/mol): 0.0
Orbital gap (Eh): 0.0810
Largest force on an atom (eV/A): 3.1

CARTESIAN COORDINATES (ANGSTROEM)
Zn: -0.54002 0.44967 -3.05952
Zn: 1.10694 -3.84118 -1.85433
C: 2.09120 -0.31532 0.16397
C: 1.10965 -1.09130 -0.68853
O: 0.66576 -0.43693 -1.66391
O: 1.00364 -2.38438 -0.55736
H: 1.51913 0.23698 0.91278
H: 2.69392 0.33402 -0.46536
H: 2.80685 -0.94245 0.69517
O: -2.21982 -2.60792 -0.98726
H: -2.26086 -2.69902 -1.94844
H: -1.44460 -2.06374 -0.80959
O: 0.20027 3.62124 -0.33709
H: -0.27728 4.28549 0.18028
H: 1.06930 3.56328 0.08140
O: -2.15662 1.18610 0.95586
H: -1.26299 1.00186 1.26989
H: -2.39936 2.01671 1.39078
O: 1.94542 -0.71906 3.83084
H: 2.05146 -1.12757 4.69971
H: 1.32126 -1.29196 3.34420
O: 0.15708 2.26704 -2.70430
H: 1.04553 2.56233 -2.96549
H: -0.11256 2.91680 -1.99755
O: -2.10716 0.48703 -1.79427
H: -2.13118 1.09427 -1.01005
H: -2.94350 -0.00774 -1.72939
O: -0.03068 -2.07449 2.60588
H: 0.07690 -2.53162 1.76796
H: -0.97766 -1.88813 2.67372



3.
Molecular formula: C2H18N4O7
Method: DFT, wB97M-V/def2-TZVPD

Calculated values
Total energy (eV): -22661.4462
HOMO energy (eV): -9.2
SMILES string: NC(N)=O.NC(N)=O.O.O.O.O.O
Energy relative to the best compared isomer or geometry (same formula, charge and spin) (kcal/mol): 11.5
Orbital gap (Eh): 0.3414
Largest force on an atom (eV/A): 2.4

CARTESIAN COORDINATES (ANGSTROEM)
O: -1.95540 1.80374 -2.21175
H: -1.77929 1.64826 -1.26462
H: -1.44452 1.12514 -2.66702
O: 3.31849 -1.43967 -1.40137
H: 4.03406 -2.03984 -1.63933
H: 3.71908 -0.81495 -0.78207
O: -0.37446 0.17310 -4.17105
H: -1.24550 0.11137 -4.58404
H: 0.24829 -0.01444 -4.88275
O: 2.66696 -2.73306 1.88521
H: 2.27537 -2.30061 2.65539
H: 2.30313 -2.25936 1.12792
O: 0.75493 -0.19331 -1.39811
H: 0.46546 -0.18844 -2.32468
H: 1.52719 -0.78907 -1.37981
C: -2.54009 0.15285 0.71495
O: -2.02175 1.26774 0.58388
N: -2.04334 -0.90362 -0.05081
N: -3.55691 -0.18384 1.55137
H: -1.13142 -0.73168 -0.45122
H: -2.57972 -1.73641 -0.19125
H: -3.63538 0.39182 2.37699
H: -3.66020 -1.16962 1.70620
C: 1.01948 1.31504 2.59234
O: 1.52684 1.19390 3.71080
N: 1.47437 0.58834 1.51849
N: 0.00530 2.14648 2.29845
H: 2.23503 -0.05538 1.59839
H: 1.17789 0.82636 0.58617
H: -0.61902 1.93777 1.52295
H: -0.16486 2.87139 2.97038



4.
Molecular formula: C2H18O8Sr
Method: DFT, wB97M-V/def2-TZVPD

Calculated values
Total energy (eV): -19577.1632
Charge: +1
HOMO energy (alpha / beta) (eV): -5.6 / -14.0
<S²>: 0.751
Orbital gap (alpha / beta) (Eh): 0.1030 / 0.4099
2S+1: 2
Largest force on an atom (eV/A): 1.5

CARTESIAN COORDINATES (ANGSTROEM)
Sr: -12.12327 19.40525 -0.17996
O: -9.81120 18.72600 0.51760
H: -8.97329 19.03923 0.85822
H: -9.95995 17.89664 0.97177
O: -12.04277 17.02900 -0.53016
H: -12.11411 16.31345 0.10161
H: -12.73831 16.85862 -1.16531
O: -10.97585 21.41297 0.67241
H: -10.68063 22.29954 0.46493
H: -10.91128 21.35546 1.62570
O: -13.48264 18.91676 -2.30173
H: -13.20581 18.91546 -3.21803
H: -14.43842 18.88123 -2.33973
O: -10.85728 20.24083 -2.24429
H: -10.71507 21.16017 -2.46974
H: -10.38129 19.75259 -2.91606
O: -13.78853 21.41108 -0.70085
H: -13.94308 21.81986 -1.55246
H: -14.45386 21.79181 -0.12761
C: -14.40294 18.17471 2.38185
C: -12.99892 17.59186 2.58787
O: -12.00904 18.59394 2.21068
O: -14.68901 18.73653 1.08233
H: -14.51711 18.92487 3.16436
H: -15.07018 17.32160 2.50472
H: -12.83158 16.76649 1.89586
H: -12.73715 17.36102 3.62049
H: -11.57560 18.95624 2.98686
H: -15.32224 18.12573 0.69822



5.
Molecular formula: C2H20O8
Method: DFT, wB97M-V/def2-TZVPD

Calculated values
Total energy (eV): -18777.9289
HOMO energy (eV): -10.5
SMILES string: CO.CO.O.O.O.O.O.O
Energy relative to the best compared isomer or geometry (same formula, charge and spin) (kcal/mol): 26.2
Orbital gap (Eh): 0.3916
Largest force on an atom (eV/A): 1.3

CARTESIAN COORDINATES (ANGSTROEM)
C: -6.91658 18.46299 4.68681
O: -5.84115 19.35493 5.02116
H: -6.43818 17.57653 4.25914
H: -7.43880 18.17095 5.59753
H: -7.61559 18.88936 3.97358
H: -5.56511 19.18392 5.92663
C: -9.12242 21.32764 5.59263
O: -8.06729 20.96319 6.47435
H: -9.05879 20.68922 4.70683
H: -10.06581 21.30322 6.12745
H: -9.01049 22.34860 5.20858
H: -7.23583 21.33981 6.18291
O: -4.17107 20.69519 7.60426
H: -4.41239 21.56673 7.26982
H: -4.95995 20.13647 7.48030
O: -6.45251 20.79431 10.33632
H: -5.75657 20.35827 9.82153
H: -5.98256 21.22291 11.05788
O: -3.81609 19.36041 9.95729
H: -3.30681 19.67187 10.71317
H: -3.50608 19.89029 9.19306
O: -3.47974 20.54076 3.84936
H: -4.05390 19.78085 3.70493
H: -3.90051 21.00371 4.57676
O: -0.59158 20.53247 7.70922
H: -0.17992 19.67125 7.57942
H: -1.34749 20.53419 7.10750
O: -5.96002 18.44498 7.95524
H: -6.90107 18.52046 8.16933
H: -5.50803 18.46489 8.81698



Among the records above, which one has the highest total energy?
C2H20O8